# 1
{"formula": "C35H72Br2N3O21S6", "method": "ωB97M-V/def2-TZVPD", "species": ["Br", "Br", "S", "S", "S", "S", "S", "S", "O", "O", "O", "O", "O", "O", "O", "O", "O", "O", "O", "O", "O", "O", "O", "O", "O", "O", "O", "O", "O", "N", "N", "N", "C", "C", "C", "C", "C", "C", "C", "C", "C", "C", "C", "C", "C", "C", "C", "C", "C", "C", "C", "C", "C", "C", "C", "C", "C", "C", "C", "C", "C", "C", "C", "C", "C", "C", "C", "H", "H", "H", "H", "H", "H", "H", "H", "H", "H", "H", "H", "H", "H", "H", "H", "H", "H", "H", "H", "H", "H", "H", "H", "H", "H", "H", "H", "H", "H", "H", "H", "H", "H", "H", "H", "H", "H", "H", "H", "H", "H", "H", "H", "H", "H", "H", "H", "H", "H", "H", "H", "H", "H", "H", "H", "H", "H", "H", "H", "H", "H", "H", "H", "H", "H", "H", "H", "H", "H", "H", "H"], "coordinates": [[-0.319, -3.553, 5.015], [0.674, -3.346, 0.491], [-5.676, -10.773, -1.744], [-1.911, 8.252, -9.686], [-4.299, -7.001, 4.677], [1.384, 6.391, 4.513], [9.269, -0.747, 0.551], [-1.912, 4.670, -5.872], [-1.840, 6.930, -10.233], [-5.209, -9.926, -0.685], [1.423, 5.064, 3.958], [9.294, 0.122, -0.583], [-1.119, 3.577, -5.025], [10.193, -1.831, 0.674], [-3.249, 4.212, -6.086], [-1.944, 3.939, 1.218], [-4.730, -10.578, -3.011], [2.483, 7.286, 4.353], [-5.888, -12.168, -1.528], [4.915, -0.778, 1.751], [-1.647, 5.965, -5.319], [0.051, 7.112, 4.046], [-5.215, -8.239, 4.299], [-3.272, 8.934, -10.154], [-0.842, 9.184, -9.869], [-5.125, -5.848, 4.866], [-0.823, 3.293, -0.572], [9.333, 0.135, 1.881], [-3.170, -6.963, 3.793], [0.414, 0.721, 3.060], [1.496, 0.825, 3.822], [0.241, 1.836, 6.083], [-0.920, 0.583, 0.613], [-2.646, 2.908, -3.237], [-2.102, 1.569, 0.507], [4.288, -0.499, 0.501], [4.761, -0.316, 4.097], [-1.320, 3.551, -3.599], [-1.100, -0.504, 1.718], [1.367, 2.291, 5.739], [0.129, -0.468, 2.621], [0.969, 6.272, 6.221], [1.798, 2.203, 4.265], [-5.422, -8.214, 1.848], [-2.918, -12.212, -2.746], [-0.070, -3.941, 3.150], [7.628, -1.347, 0.770], [1.926, -1.532, 3.690], [4.725, 0.280, 2.679], [-3.476, 8.435, -12.549], [-0.172, 6.692, 1.633], [-3.312, -10.750, -2.831], [0.813, -1.678, 2.890], [-0.010, 7.719, 2.731], [-7.131, -10.077, -2.449], [-2.298, 8.129, -7.976], [10.623, 0.624, 2.302], [-1.564, 2.979, 0.330], [-6.126, -8.104, 3.185], [-1.006, 4.488, -7.372], [0.428, -2.997, 2.351], [3.480, -0.085, 4.941], [-0.454, -5.322, 2.677], [2.218, -0.238, 4.105], [-3.326, 9.498, -11.478], [11.084, 1.808, 1.476], [-3.766, -7.600, 6.245], [-1.000, 6.023, 1.852], [-3.303, -12.672, -1.837], [-4.626, -7.671, 6.905], [2.545, -2.379, 3.949], [-0.876, 8.378, 2.752], [-2.581, 7.817, -12.620], [-3.045, -6.887, 6.640], [0.867, 8.345, 2.560], [-6.147, -8.242, 1.037], [-1.059, 3.450, -7.689], [3.846, 0.898, 2.457], [6.957, -0.503, 0.862], [-1.220, -1.456, 1.210], [-0.351, 7.181, 0.675], [-7.372, -10.619, -3.360], [-7.933, -10.192, -1.723], [0.024, 4.792, -7.201], [-2.842, -10.295, -3.701], [-1.832, -12.312, -2.744], [10.504, 0.926, 3.342], [-6.843, -8.916, 3.286], [-4.810, -9.113, 1.805], [-1.361, -5.320, 2.073], [2.059, 2.711, 6.479], [-2.448, 10.121, -11.659], [-4.760, -7.363, 1.680], [3.273, -0.919, 0.517], [1.766, 5.718, 6.714], [5.607, 0.934, 2.586], [1.168, 2.908, 3.725], [-3.647, 8.898, -13.521], [-2.187, 3.520, 2.054], [0.130, 1.958, 7.089], [-2.721, 2.778, -2.161], [-0.618, -5.932, 3.566], [-4.195, 10.154, -11.490], [2.860, 2.409, 4.159], [-2.763, 1.580, 1.380], [3.495, 0.809, 5.561], [-4.310, 7.772, -12.318], [4.848, -1.400, 3.977], [3.436, -0.923, 5.647], [0.723, 6.077, 1.534], [-2.747, 1.937, -3.725], [11.356, -0.184, 2.282], [7.594, -1.970, 1.659], [-2.399, 9.126, -7.558], [7.373, -1.933, -0.110], [0.027, 5.738, 6.318], [11.993, 2.234, 1.901], [0.895, 7.273, 6.635], [4.825, -0.976, -0.320], [-2.974, -10.197, -1.952], [-3.325, -12.769, -3.590], [-1.470, 5.130, -8.120], [-1.478, 7.600, -7.493], [-1.985, -0.229, 2.295], [-0.796, 0.092, -0.355], [-6.955, -9.025, -2.655], [0.396, -5.754, 2.145], [-3.296, -8.570, 6.110], [-6.683, -7.169, 3.267], [-1.239, 4.556, -3.181], [5.638, -0.016, 4.671], [11.296, 1.514, 0.449], [4.238, 0.577, 0.307], [-3.221, 7.564, -7.865], [-2.715, 1.339, -0.367], [-3.484, 3.522, -3.564], [-0.503, 2.965, -3.186], [10.313, 2.577, 1.441], [-0.013, 1.167, 0.776]], "forces_ev_per_a": [[0.0, -0.2, -0.5], [0.1, 0.3, 0.5], [-0.2, 0.2, -0.6], [-0.6, 0.2, 0.3], [-0.2, -0.7, 0.3], [-0.8, 0.6, 0.3], [-0.3, 0.0, 0.3], [0.6, -0.5, -0.5], [0.3, 0.0, 0.0], [0.1, -0.2, 0.1], [0.3, 0.0, 0.0], [0.1, -0.1, -0.1], [0.1, 0.1, -0.1], [0.2, 0.1, -0.1], [-0.2, 0.3, 0.2], [0.2, -0.7, 0.1], [-0.2, 0.1, 0.1], [0.2, -0.3, -0.3], [0.1, 0.0, 0.3], [-0.9, 0.3, -0.2], [-0.3, 0.1, 0.1], [0.1, -0.2, 0.2], [0.1, 0.1, 0.2], [0.1, 0.0, 0.2], [0.2, -0.1, -0.2], [0.2, 0.2, -0.3], [-0.6, -0.4, 0.7], [-0.2, -0.1, 0.0], [0.0, 0.4, 0.0], [0.5, 0.1, 0.4], [-0.6, -0.2, -1.1], [0.3, 0.0, 0.0], [-0.4, -0.2, -0.2], [-0.2, 0.1, -0.3], [0.1, 0.6, 0.3], [-0.3, -0.2, 0.0], [-0.7, -0.2, -0.1], [-0.3, -0.2, 0.6], [0.7, 1.2, -0.6], [0.1, 0.0, 0.1], [-2.2, -1.1, -1.3], [0.0, -0.1, 0.1], [-0.4, -0.3, 1.4], [0.3, 0.2, 0.2], [-0.2, -0.1, 0.2], [-0.1, -0.4, -0.5], [0.2, 0.0, 0.0], [-1.2, 0.2, -1.0], [1.6, 0.1, 0.5], [0.2, -0.2, 0.1], [0.2, -0.2, 0.2], [0.7, -0.3, 0.1], [1.2, 0.6, 0.1], [0.0, 0.3, -0.8], [0.0, 0.1, -0.1], [-0.1, 0.0, 0.1], [0.6, 0.4, 0.1], [0.6, 0.6, -1.0], [-0.4, 0.1, -0.7], [0.0, 0.0, 0.0], [-0.3, 0.0, 0.5], [-0.1, -0.6, 0.2], [0.4, 0.1, 1.1], [2.4, 0.2, 1.9], [-0.1, 0.1, -0.7], [-0.1, -0.1, -0.3], [0.0, -0.1, 0.1], [-0.1, 0.1, -0.1], [0.0, 0.0, 0.0], [0.0, 0.0, 0.0], [0.1, 0.2, 0.1], [0.0, -0.1, 0.3], [0.0, 0.0, 0.0], [0.0, 0.0, -0.1], [0.1, -0.1, 0.2], [0.0, -0.1, 0.1], [0.0, 0.0, 0.0], [-0.1, -0.3, 0.0], [0.1, 0.0, 0.0], [-0.2, -0.1, 0.5], [0.0, 0.1, 0.1], [0.0, 0.0, 0.0], [0.1, 0.0, 0.0], [0.0, 0.0, 0.0], [-0.3, 0.1, -0.1], [0.0, 0.1, -0.1], [-0.3, -0.1, 0.0], [0.1, -0.1, 0.3], [-0.1, -0.1, -0.1], [0.1, 0.0, 0.0], [0.1, 0.2, -0.4], [0.1, -0.1, 0.2], [0.0, 0.0, 0.0], [0.0, 0.2, -0.1], [0.1, 0.0, -0.1], [-0.3, 0.2, -0.1], [0.3, -0.3, -0.3], [0.0, 0.1, 0.0], [-0.3, 0.1, -0.1], [-0.3, -0.1, 0.0], [0.1, 0.0, 0.0], [-0.2, -0.1, -0.3], [0.0, 0.0, 0.3], [-0.1, 0.1, -0.2], [0.1, -0.4, -0.1], [0.0, 0.1, -0.3], [-0.1, 0.1, 0.0], [0.1, 0.1, -0.2], [0.0, 0.2, 0.1], [0.0, 0.0, 0.0], [0.1, 0.0, 0.0], [-0.1, -0.1, -0.1], [0.0, 0.0, 0.0], [0.0, 0.0, 0.0], [0.1, 0.0, 0.0], [0.0, 0.0, 0.0], [0.0, 0.0, 0.1], [0.0, 0.0, 0.0], [0.1, 0.0, 0.2], [-0.2, 0.0, 0.0], [0.1, 0.0, 0.0], [0.0, 0.0, 0.0], [0.0, 0.0, 0.0], [0.1, -0.4, 0.1], [0.1, 0.1, 0.1], [0.0, 0.0, 0.0], [-0.2, 0.0, -0.2], [0.0, 0.0, 0.0], [0.1, 0.0, 0.2], [0.0, 0.1, -0.2], [-0.1, 0.2, -0.1], [0.0, 0.0, 0.0], [0.1, -0.1, -0.1], [0.0, 0.0, 0.0], [0.0, 0.1, 0.1], [0.0, 0.0, 0.0], [0.1, 0.0, -0.2], [0.0, 0.0, 0.1], [-0.1, -0.2, 0.0]], "gap_ev": 7.49, "molar_mass_da": 1223.2, "charge": 1, "largest_force_ha_per_bohr": 0.0594}

=====

# 2
{"formula": "C35H73ClN5O12P", "method": "ωB97M-V/def2-TZVPD", "species": ["Cl", "P", "O", "O", "O", "O", "O", "O", "O", "O", "O", "O", "O", "O", "N", "N", "N", "N", "N", "C", "C", "C", "C", "C", "C", "C", "C", "C", "C", "C", "C", "C", "C", "C", "C", "C", "C", "C", "C", "C", "C", "C", "C", "C", "C", "C", "C", "C", "C", "C", "C", "C", "C", "C", "H", "H", "H", "H", "H", "H", "H", "H", "H", "H", "H", "H", "H", "H", "H", "H", "H", "H", "H", "H", "H", "H", "H", "H", "H", "H", "H", "H", "H", "H", "H", "H", "H", "H", "H", "H", "H", "H", "H", "H", "H", "H", "H", "H", "H", "H", "H", "H", "H", "H", "H", "H", "H", "H", "H", "H", "H", "H", "H", "H", "H", "H", "H", "H", "H", "H", "H", "H", "H", "H", "H", "H", "H"], "coordinates": [[-2.691, -9.025, -3.929], [-4.000, -7.676, -3.038], [-4.031, 4.855, 6.770], [0.428, 4.971, 6.802], [-2.568, -3.114, -4.534], [-0.940, -7.093, -1.770], [-4.833, -7.014, -4.340], [4.525, 6.841, 6.255], [-1.244, 3.196, 1.329], [4.325, -5.462, -5.326], [-3.282, -3.214, -0.693], [-1.904, 1.461, -2.800], [-4.850, 4.259, 2.373], [7.646, -7.670, -7.490], [-0.327, 3.778, -1.439], [3.108, 4.739, 8.072], [-5.993, 5.860, 4.785], [0.350, -4.749, -3.229], [4.682, -7.839, -7.314], [3.269, 6.858, 5.598], [-3.054, -6.211, -2.398], [4.342, 5.485, 8.313], [-6.643, 5.506, 3.525], [7.933, -8.694, -6.553], [-0.098, 2.470, 1.738], [-2.242, 1.142, -1.459], [5.453, -7.377, -8.464], [-1.993, 2.838, -3.130], [4.461, 6.868, 7.672], [0.745, -5.799, -3.873], [-6.270, 4.930, 5.875], [-1.532, -6.166, -2.214], [-0.936, 4.495, 0.827], [-5.376, 5.215, 7.069], [0.085, -6.260, -5.183], [-0.886, -4.841, -2.603], [5.744, -5.469, -5.349], [-3.866, 3.879, 3.325], [1.951, -6.558, -3.305], [-6.187, 4.215, 2.844], [-1.118, -2.340, -2.649], [-1.599, -3.745, -2.296], [-0.715, 3.626, -2.840], [3.493, -7.037, -7.040], [0.657, 4.671, 8.177], [-3.148, 5.964, 6.715], [6.789, -8.094, -8.546], [-1.260, 4.579, -0.653], [-1.777, -1.993, -4.062], [1.923, 5.353, 8.663], [0.542, 3.838, 5.958], [-2.919, -3.923, -1.581], [3.710, -5.588, -6.598], [-3.744, -5.130, -2.072], [4.885, -7.571, -9.379], [0.537, 2.220, 0.883], [-2.137, 5.581, 6.580], [6.128, -6.482, -5.208], [0.103, 4.774, 1.025], [5.414, 7.294, 8.000], [-1.490, -1.630, -1.901], [0.809, -6.792, -5.822], [-0.125, 3.036, 6.287], [-1.347, 1.143, -0.831], [-4.838, -5.074, -2.139], [-5.697, 4.583, 7.903], [-3.494, 4.758, 3.859], [7.036, -8.980, -5.995], [1.573, 3.472, 5.927], [0.481, 3.034, 2.476], [-4.239, 3.136, 4.035], [0.688, 3.594, 8.360], [-5.232, -6.180, -4.043], [2.922, 5.840, 5.399], [-0.030, -2.327, -2.794], [3.403, 7.349, 4.634], [-2.993, 1.819, -1.044], [3.686, 7.563, 8.015], [2.720, -5.131, -6.492], [0.254, 4.140, 4.951], [2.512, 7.406, 6.164], [-1.197, 5.623, -0.976], [1.850, 6.417, 8.402], [2.806, -5.856, -3.276], [-4.993, 5.891, 4.629], [-0.193, -5.342, -5.726], [-7.725, 5.463, 3.684], [8.356, -9.572, -7.050], [-5.461, 6.256, 7.392], [-2.154, 2.872, -4.212], [-0.193, 5.077, 8.735], [-7.317, 5.031, 6.176], [5.161, 4.870, 7.931], [2.972, 4.662, 7.072], [5.275, -7.821, -6.494], [2.848, -7.046, -7.925], [0.111, 3.117, -3.343], [-6.096, 3.891, 5.570], [-3.473, -2.817, -4.685], [-0.259, 2.856, -1.026], [-3.184, 6.539, 7.645], [-6.458, 6.331, 2.832], [6.658, -9.180, -8.556], [4.494, 5.579, 9.392], [1.980, 5.269, 9.752], [-3.388, 6.613, 5.866], [-0.437, 1.541, 2.196], [5.657, -6.300, -8.404], [-0.798, 4.618, -3.295], [-2.294, 4.237, -0.786], [2.235, -7.366, -3.997], [-2.646, 0.129, -1.446], [2.944, -7.549, -6.245], [8.667, -8.305, -5.848], [-0.801, -6.876, -4.949], [6.094, -4.870, -4.507], [6.147, -5.040, -6.270], [-6.354, 3.327, 3.464], [-0.998, -1.831, -4.821], [-1.576, 5.203, 1.363], [-6.810, 4.083, 1.954], [-2.479, -1.149, -3.983], [-2.882, 3.291, -2.678], [7.278, -7.811, -9.484], [4.238, -4.991, -7.349], [-3.023, 3.448, 2.783], [1.753, -6.898, -2.280]], "forces_ev_per_a": [[0.0, 0.9, -0.1], [-1.2, -0.4, 0.6], [0.1, 0.3, 0.1], [0.1, -0.4, -0.1], [-0.1, 0.2, -0.1], [0.9, -1.3, 0.3], [0.9, -0.1, 0.6], [-0.3, 0.1, 0.2], [0.5, 0.0, 0.0], [0.2, 0.1, -0.3], [-0.9, 1.0, 0.7], [-0.2, 0.1, 0.1], [-0.1, -0.2, 0.2], [-0.1, -0.3, 0.1], [-0.1, 0.1, 0.0], [0.0, 0.1, 0.2], [-0.2, -0.1, 0.0], [-0.8, -2.5, 1.5], [0.0, 0.1, -0.1], [0.3, -0.1, -0.2], [0.9, -0.4, -0.9], [0.0, -0.1, -0.2], [0.2, 0.1, 0.0], [0.0, 0.2, 0.0], [-0.2, -0.1, 0.0], [0.2, -0.2, -0.1], [0.1, -0.2, 0.3], [0.1, 0.1, -0.4], [0.4, 0.0, 0.2], [1.1, -0.2, 0.1], [0.3, 0.2, -0.1], [-1.0, 1.3, -0.8], [-0.5, 0.2, -0.1], [-0.2, -0.5, 0.0], [0.5, 0.5, 0.5], [-0.6, 1.4, -1.4], [-0.1, 0.0, 0.4], [0.2, 0.1, -0.3], [0.3, 0.7, -1.4], [-0.2, 0.1, -0.3], [-1.2, -0.7, -1.0], [-0.3, 0.6, 0.9], [0.1, -0.2, 0.1], [0.2, -0.1, 0.2], [-0.1, 0.5, 0.2], [0.0, -0.2, -0.1], [0.0, 0.4, -0.3], [0.2, -0.3, 0.1], [-0.5, -0.5, 0.4], [0.1, -0.2, -0.3], [0.0, 0.2, 0.0], [1.0, -1.1, -1.4], [-0.4, 0.0, 0.1], [0.3, 0.7, 0.2], [0.0, 0.0, 0.0], [0.2, 0.0, 0.1], [0.0, 0.0, 0.0], [0.1, 0.0, -0.1], [0.0, -0.2, -0.1], [0.0, 0.0, 0.0], [0.5, -0.2, -0.1], [-0.4, -0.1, 0.5], [0.1, -0.1, 0.0], [-0.1, 0.1, 0.2], [0.4, 0.2, 0.3], [0.0, 0.0, 0.0], [0.0, -0.1, 0.2], [0.0, -0.2, 0.0], [0.0, -0.2, 0.0], [0.1, 0.0, 0.0], [-0.1, 0.1, 0.1], [0.1, 0.0, -0.1], [0.1, -0.1, -0.2], [-0.2, 0.0, 0.0], [-0.3, 0.0, 0.5], [0.0, 0.0, 0.0], [0.1, 0.1, 0.0], [-0.1, -0.1, -0.1], [0.0, 0.0, 0.0], [0.0, 0.1, 0.0], [0.0, -0.1, 0.1], [0.0, 0.0, 0.0], [-0.2, 0.1, 0.1], [-0.4, -0.3, 0.0], [0.0, 0.0, 0.0], [-0.3, -0.4, 0.3], [0.0, -0.1, 0.1], [0.0, -0.1, 0.1], [0.1, 0.0, -0.1], [0.0, 0.0, 0.0], [0.0, 0.0, 0.0], [0.0, 0.0, 0.0], [0.1, 0.1, 0.0], [0.0, 0.0, 0.0], [0.0, 0.0, 0.0], [0.0, 0.0, 0.0], [-0.1, 0.0, -0.1], [-0.1, -0.1, 0.2], [0.3, 0.0, 0.0], [0.0, 0.0, 0.0], [0.0, 0.1, -0.1], [0.0, -0.1, -0.1], [0.0, 0.0, 0.2], [-0.1, 0.0, 0.0], [0.0, 0.0, 0.0], [0.0, 0.2, 0.1], [-0.1, 0.0, 0.0], [0.1, 0.0, -0.2], [-0.1, 0.0, 0.0], [-0.1, 0.2, 0.1], [-0.1, 0.0, 0.5], [-0.1, 0.0, 0.0], [0.0, 0.0, 0.0], [0.0, 0.1, -0.1], [0.3, 0.1, -0.3], [-0.1, 0.0, 0.0], [0.0, -0.1, 0.0], [0.1, 0.0, 0.1], [-0.3, 0.3, 0.3], [0.0, 0.0, 0.0], [0.0, 0.0, 0.0], [0.7, 0.1, 0.0], [0.0, 0.0, 0.2], [0.0, 0.0, 0.0], [0.1, -0.1, 0.0], [-0.1, 0.0, 0.0], [-0.2, 0.1, -0.4]], "gap_ev": 7.16, "smiles": "CC(C)=NC1=C(CCO)C(=O)C=C(P(O)Cl)C1=O.COCCNCCOC.COCCNCCOC.COCCNCCOC.COCCNCCOC", "molar_mass_da": 822.4, "charge": 0, "largest_force_ha_per_bohr": 0.0577}

=====

no.,E_HOMO (hartree)
1,-0.4306
2,-0.2802